(i)
The following is a quantum chemistry calculation of a structure of composition Cl4NOP, from the Open Molecules 2025 dataset.

The geometry in XYZ format:
```
7
Cl4NOP | the Open Molecules 2025 dataset | ωB97M-V/def2-TZVPD
N -0.06663 -0.21680 -1.13107
O 1.73455 0.60839 1.45101
P -0.34385 -0.02248 0.62088
Cl 0.29080 1.42809 -1.69199
Cl 1.38391 -1.06740 -1.15398
Cl -2.03596 1.12819 0.82213
Cl -0.96281 -1.85798 1.08301
```



(ii)
The following is a quantum chemistry calculation of a cluster of 2 separate species, Cl4NOP in total, from the Open Molecules 2025 dataset.

The geometry in XYZ format:
```
7
Cl4NOP | the Open Molecules 2025 dataset | ωB97M-V/def2-TZVPD
N 1.87647 0.24758 0.68986
O -0.92758 -0.42988 -1.39709
P -1.12681 -0.12924 -0.01837
Cl 1.98444 -0.99564 -0.46520
Cl 2.85913 1.51512 0.25311
Cl -2.30186 -1.55183 0.83420
Cl -2.36380 1.34388 0.10348
```



Pick (ii): it beats the second-best structure by 3.038 eV.



(i)
The following is a quantum chemistry calculation of a cluster of 2 separate species, C4H13NO2 in total, from the Open Molecules 2025 dataset.

The geometry in XYZ format:
```
20
C4H13NO2 | the Open Molecules 2025 dataset | ωB97M-V/def2-TZVPD
C -0.49011 1.69317 0.91590
C -1.64893 0.73393 1.15496
N 1.10770 0.40809 2.05497
O 0.76578 1.03892 0.80966
H 1.09474 -0.59458 1.86242
H 2.05735 0.71102 2.25477
H -0.59250 2.20733 -0.04333
H -0.44460 2.44037 1.71759
H -1.64633 -0.06694 0.41846
H -2.59263 1.27197 1.09951
H -1.54776 0.27735 2.13709
C -0.49063 -0.66752 -2.16826
C 1.31214 -1.61643 -0.97594
O -0.08074 -1.56074 -0.97079
H 1.74431 -0.64299 -0.71252
H -1.53470 -0.93853 -2.30358
H -0.32974 0.35197 -1.81497
H 0.03038 -0.83854 -3.12377
H 1.62379 -2.40977 -0.29275
H 1.66251 -1.79806 -2.01943
```

Values from the calculation:
**SMILES**: CCON.COC



(ii)
The following is a quantum chemistry calculation of a cluster of 2 separate species, C4H13NO2 in total, from the Open Molecules 2025 dataset.

The geometry in XYZ format:
```
20
C4H13NO2 | the Open Molecules 2025 dataset | ωB97M-V/def2-TZVPD
C -2.75347 0.06428 -0.04400
C -1.59498 1.06088 0.12735
C -0.76172 0.70066 -1.30170
C -0.16589 -0.71989 -1.06735
O 0.23494 -1.14521 0.31815
N -0.58979 1.14644 1.22068
H -3.50552 0.33519 -0.80716
H -2.54658 -1.01612 -0.19304
H -3.44183 0.02886 0.87016
H -1.92488 2.07163 0.01045
H -0.01918 1.51688 -1.43148
H -1.72483 0.64242 -1.96326
H 0.66870 -0.84646 -1.71527
H -0.98347 -1.41803 -1.44620
H -0.67089 -1.29080 0.72322
H -0.14405 2.00892 0.91974
H -1.11173 1.14534 2.00824
H 6.76970 -1.56708 2.02439
H 6.96876 -1.45732 0.41172
O 7.29670 -1.26059 1.33535
```

Values from the calculation:
**SMILES**: C[C@@H](N)CCO.O



(iii)
The following is a quantum chemistry calculation of a cluster of 2 separate species, C4H13NO2 in total, from the Open Molecules 2025 dataset.

The geometry in XYZ format:
```
20
C4H13NO2 | the Open Molecules 2025 dataset | ωB97M-V/def2-TZVPD
O -18.34783 -7.08224 -8.05757
H -18.63719 -7.61267 -8.79996
H -17.80129 -7.67284 -7.53918
C -15.22584 -11.68816 -4.59859
C -15.41104 -10.17955 -4.54143
C -16.83749 -9.69072 -4.91261
O -16.72049 -8.37250 -5.38393
C -17.81404 -7.90945 -6.09016
N -14.97186 -9.81138 -3.17028
H -14.27820 -11.95607 -4.13136
H -15.12815 -11.89723 -5.66389
H -16.04646 -12.30481 -4.23195
H -14.73025 -9.79428 -5.30051
H -17.49745 -9.69312 -4.04512
H -17.20625 -10.39171 -5.66141
H -18.79484 -7.94694 -5.61614
H -17.77905 -8.61529 -6.92002
H -17.68974 -6.90441 -6.49335
H -14.13772 -10.34210 -2.96385
H -15.66199 -10.16815 -2.52488
```

Values from the calculation:
**SMILES**: COC[C@H](C)N.O



(iv)
The following is a quantum chemistry calculation of a cluster of 3 separate species, C4H13NO2 in total, from the Open Molecules 2025 dataset.

The geometry in XYZ format:
```
20
C4H13NO2 | the Open Molecules 2025 dataset | ωB97M-V/def2-TZVPD
C 1.20862 -0.05798 1.32125
N 1.13284 -1.53215 1.15030
C 1.82511 -1.82759 -0.14151
C 2.18685 -0.46981 -0.79776
C 1.34545 0.62088 -0.02801
H 0.26150 0.23809 1.77043
H 2.03909 0.26819 1.96541
H 1.65844 -1.86519 1.93582
H 2.67628 -2.46800 0.09255
H 1.22573 -2.46995 -0.79259
H 2.17491 -0.61303 -1.87680
H 3.22523 -0.27247 -0.51513
H 1.95163 1.50590 -0.15360
H 0.30185 0.60785 -0.34448
H -1.00149 -0.59702 -1.50253
H -2.28126 -1.50244 -1.29777
O -1.68837 -0.90634 -0.87703
H -5.46847 4.27984 0.05784
H -6.71230 3.45482 -0.31276
O -6.06167 3.60642 0.34637
```

Values from the calculation:
**SMILES**: C1CCNC1.O.O



Pick (iv): it beats the second-best structure by 1.724 eV.